The following is a DFT calculation (ωB97M-V/def2-TZVPD) of C22H40AgN2O24S3 as an isolated structure in a non-equilibrium geometry.

Summary:
E = -4118.71893 Ha
E_LUMO (alpha / beta) = -1.78 / -3.66 eV
multiplicity = 2

Atoms and positions in Å:
Ag 9.7304 -19.9895 6.8614
O 7.8657 -18.7082 6.6801
C 7.3050 -19.1067 5.5347
C 7.4638 -20.6275 5.1729
O 8.6616 -21.2096 5.3914
H 7.7669 -18.5495 4.6878
H 6.2463 -18.7877 5.4685
H 7.1358 -20.7003 4.1202
H 6.6812 -21.1596 5.7577
C 10.5367 -22.6591 2.8768
N 11.0355 -24.0077 2.4662
O 11.1471 -24.8524 3.3314
O 11.2637 -24.1832 1.2885
H 9.4718 -22.6453 2.6748
H 11.1210 -21.9449 2.3090
H 10.7084 -22.5549 3.9413
C 7.4573 -19.4037 1.3171
N 8.9527 -19.2718 1.2978
O 9.4212 -18.2683 1.7938
O 9.5951 -20.2011 0.8616
H 7.1112 -19.4185 0.2914
H 7.1003 -18.5973 1.9431
H 7.2472 -20.3467 1.8156
O 9.9062 -15.5239 4.8797
C 8.8028 -15.2113 4.5547
O 8.0397 -14.3694 5.3153
C 6.7090 -14.3063 4.7972
C 6.5638 -15.4661 3.8203
C 7.9944 -15.6730 3.3524
H 6.5417 -13.3494 4.2931
H 5.9891 -14.3357 5.6146
H 5.8348 -15.2759 3.0347
H 6.2086 -16.3643 4.3362
H 8.3238 -15.0517 2.5151
H 8.2410 -16.6992 3.0955
O 4.4801 -13.8835 9.1782
C 4.6095 -14.8468 8.4975
O 5.8420 -15.2751 8.0630
C 5.7084 -16.4545 7.2758
C 4.2510 -16.5160 6.7995
C 3.5530 -15.7546 7.9226
H 5.9314 -17.3289 7.8863
H 6.4175 -16.4638 6.4506
H 3.9003 -17.5419 6.7184
H 4.1937 -16.0660 5.8056
H 3.1581 -16.4445 8.6739
H 2.6578 -15.2102 7.6204
O 4.5315 -18.9181 3.0249
C 3.6609 -19.3099 3.7444
O 2.4790 -18.6706 3.8651
C 1.5572 -19.4691 4.6370
C 2.4666 -20.3233 5.5198
C 3.5968 -20.6059 4.5355
H 1.0383 -20.1282 3.9371
H 0.8899 -18.8020 5.1685
H 1.9765 -21.2025 5.9275
H 2.8796 -19.6985 6.3149
H 3.2721 -21.3612 3.8119
H 4.5333 -20.9126 4.9899
C 8.9789 -24.9398 6.3875
C 8.5390 -23.9504 7.4817
O 7.6713 -24.6702 8.3743
S 7.6710 -26.2279 8.0166
O 6.3616 -26.7307 8.0914
O 8.7418 -26.8483 8.7055
O 8.0707 -26.0361 6.5002
H 10.0185 -25.2460 6.4897
H 8.8345 -24.5243 5.3942
H 7.9319 -23.1326 7.0962
H 9.3603 -23.5288 8.0583
C 4.6803 -20.9668 10.0657
C 4.9749 -20.3056 8.7296
O 4.7725 -18.9143 9.0027
S 5.3982 -18.5759 10.4276
O 4.6076 -17.5811 11.0215
O 6.8068 -18.4350 10.3860
O 5.0668 -20.0015 11.0447
H 5.2084 -21.8942 10.2574
H 3.6012 -21.0988 10.1734
H 4.2695 -20.5435 7.9406
H 6.0131 -20.4768 8.4294
C 9.0074 -16.2447 9.4571
C 9.2859 -15.6452 8.1086
O 9.6234 -14.2851 8.4156
S 10.6045 -14.3488 9.6744
O 10.3511 -13.2999 10.5755
O 11.9067 -14.5625 9.1879
O 10.0136 -15.6972 10.3292
H 8.9875 -17.3307 9.4407
H 8.0678 -15.8557 9.8574
H 8.4843 -15.7944 7.3968
H 10.1954 -16.0814 7.6753


The following is a DFT calculation (ωB97M-V/def2-TZVPD) of an isolated molecule of C5H9NO in a non-equilibrium geometry.

Summary:
E = -325.87182 Ha
E_LUMO = 0.59 eV
multiplicity = 1
energy above the lowest of the compared OMol25 structures with the same formula, charge and spin = 1.789 eV

Atoms and positions in Å:
C 0.8402 -0.1519 1.3062
C 0.0230 -0.3573 0.0300
C 0.8736 -0.1162 -1.2169
C -1.2149 0.5619 0.0364
O -0.8191 1.9145 0.1250
C -0.9046 -2.7999 -0.0131
N -0.4758 -1.7065 0.0024
H 1.1305 0.8995 1.3794
H 0.2478 -0.4153 2.1880
H 1.7409 -0.7736 1.2939
H 1.7560 -0.7634 -1.2147
H 1.2020 0.9267 -1.2294
H 0.2976 -0.3211 -2.1254
H -1.8036 0.3651 -0.8685
H -1.8349 0.3080 0.9057
H -1.1087 2.3783 -0.6652


The following is a DFT calculation (ωB97M-V/def2-TZVPD) of a 12-piece molecular cluster, C70H176N12O23 overall in a non-equilibrium geometry.

Summary:
E = -5159.51668 Ha
E_LUMO = 0.52 eV
multiplicity = 1
energy above the lowest of the compared OMol25 structures with the same formula, charge and spin = 3.339 eV

Atoms and positions in Å:
C 4.0255 -0.3969 -4.6790
C 2.8554 -0.4988 -3.6820
C 1.9427 -1.7383 -3.9015
O 1.4727 -1.9644 -5.1748
C 0.3868 -1.1823 -5.5820
N 3.3784 -0.3973 -2.3325
H 3.5909 -0.0211 -5.6053
H 4.5353 -1.3482 -4.8316
H 4.7224 0.3865 -4.3811
H 2.3101 0.4438 -3.7300
H 1.0744 -1.6185 -3.2534
H 2.4806 -2.6267 -3.5707
H -0.4529 -1.4571 -4.9436
H 0.0750 -1.3845 -6.6067
H 0.5949 -0.1125 -5.5665
H 3.9907 0.4059 -2.3361
H 2.6311 -0.2355 -1.6726
C -7.6635 5.4425 -8.8537
O -6.3199 5.9257 -8.6434
C -6.1975 7.3357 -9.0247
C -4.7355 7.8119 -8.7973
N -4.3098 8.0455 -7.4343
C -4.3802 6.9395 -6.4736
C -3.4767 7.1583 -5.2060
O -2.0743 6.8603 -5.3560
C -1.7529 5.4172 -5.4478
H -7.7852 4.3895 -8.5994
H -7.9838 5.4822 -9.8948
H -8.2388 6.1751 -8.2877
H -6.8472 7.9790 -8.4312
H -6.4766 7.4021 -10.0762
H -4.5383 8.7266 -9.3563
H -4.0172 7.1371 -9.2630
H -3.4344 8.5470 -7.3868
H -4.0967 6.0096 -6.9665
H -5.4049 6.8200 -6.1218
H -3.8318 6.5324 -4.3874
H -3.5283 8.2061 -4.9101
H -2.0357 4.9496 -6.3910
H -2.2464 4.8530 -4.6565
H -0.7027 5.3573 -5.1622
C -0.3696 2.6175 2.7758
O 0.5427 2.6891 1.6915
C 1.7557 3.4428 1.9154
C 2.7308 2.6172 2.8512
N 3.9535 3.3890 3.1393
C 4.6674 3.8397 1.9640
C 6.1673 3.9434 2.3623
O 6.9266 4.4638 1.2159
C 8.3250 4.6289 1.4937
H -0.4146 3.5513 3.3363
H -0.0498 1.9130 3.5436
H -1.3666 2.3344 2.4383
H 1.5497 4.3570 2.4720
H 2.2026 3.6830 0.9507
H 3.0152 1.6103 2.5457
H 2.3363 2.4741 3.8572
H 4.5428 2.9250 3.8157
H 4.3893 4.8358 1.6198
H 4.4894 3.1090 1.1750
H 6.5019 2.9296 2.5821
H 6.3159 4.5524 3.2540
H 8.8095 3.7572 1.9335
H 8.4927 5.4645 2.1732
H 8.8219 4.8111 0.5409
C 5.9805 -5.2890 -4.3271
O 5.8072 -5.4974 -3.0109
C 6.0853 -4.4275 -2.0855
C 4.9386 -3.4032 -1.9270
N 5.3059 -2.2323 -1.1205
C 5.2411 -2.4638 0.3112
C 5.8006 -1.2558 1.0976
O 6.0015 -1.3979 2.4311
C 6.5177 -0.2596 3.0365
H 6.9993 -4.9355 -4.4858
H 5.2991 -4.4925 -4.6261
H 5.7535 -6.1745 -4.9209
H 7.0491 -3.9500 -2.2620
H 6.1844 -4.9013 -1.1089
H 4.0864 -3.8897 -1.4524
H 4.5695 -2.9845 -2.8632
H 4.6225 -1.5555 -1.4286
H 5.8217 -3.3144 0.6683
H 4.1985 -2.6232 0.5865
H 5.1647 -0.4024 0.8623
H 6.7639 -0.9771 0.6704
H 7.5351 -0.0930 2.6825
H 6.5650 -0.4716 4.1047
H 5.8899 0.6281 2.9595
C -3.3882 -2.8370 -6.3049
O -3.6032 -2.8071 -4.9198
C -3.7144 -1.5543 -4.2333
C -4.2672 -1.6275 -2.8457
N -3.6295 -2.7313 -2.0848
C -2.2577 -2.4595 -1.5954
C -1.5577 -3.7646 -1.2205
O -1.3339 -4.7014 -2.3011
C -0.4390 -4.1574 -3.3185
H -3.3353 -3.8662 -6.6600
H -2.4225 -2.3511 -6.4444
H -4.1746 -2.2686 -6.8016
H -4.3062 -0.8253 -4.7868
H -2.6721 -1.2388 -4.1878
H -5.3497 -1.7248 -2.7635
H -3.9935 -0.7106 -2.3238
H -3.5517 -3.4048 -2.8333
H -2.2678 -1.8355 -0.7018
H -1.6310 -1.8703 -2.2648
H -2.1276 -4.2388 -0.4215
H -0.5867 -3.5359 -0.7811
H -0.0751 -4.8571 -4.0709
H 0.5024 -3.8870 -2.8402
H -0.8355 -3.2939 -3.8526
C 1.2813 -1.3985 5.8722
O 2.0195 -0.3234 5.2220
C 3.4406 -0.5149 5.1881
C 4.0842 -0.6358 6.6146
N 3.5744 0.4855 7.3858
C 4.1113 0.4000 8.7438
C 3.3891 -0.5550 9.6778
O 2.2300 -0.0350 10.2753
C 1.0159 -0.2491 9.5347
H 1.6100 -1.6060 6.8906
H 1.5019 -2.3550 5.3984
H 0.2039 -1.2344 5.8887
H 3.9556 0.2794 4.6477
H 3.6483 -1.3825 4.5618
H 5.1682 -0.5252 6.5850
H 3.9154 -1.6318 7.0238
H 2.5669 0.5557 7.3767
H 4.2792 1.3461 9.2584
H 5.1299 0.0318 8.6213
H 4.0774 -0.6505 10.5176
H 3.4130 -1.5991 9.3658
H 1.0095 -1.2125 9.0248
H 0.8944 0.6002 8.8625
H 0.1400 -0.1546 10.1765
C 6.4708 -6.9310 4.3313
O 5.2774 -6.1952 4.1546
C 5.4130 -5.1135 3.2312
C 4.0651 -4.3588 3.1885
N 3.1650 -4.9752 2.2038
C 1.8601 -4.3644 2.2004
C 0.9322 -5.1976 1.3911
O 0.4470 -6.3392 2.0004
C -0.3375 -7.1313 1.1504
H 6.1718 -7.8357 4.8606
H 7.1667 -6.3492 4.9357
H 6.9089 -7.1131 3.3500
H 5.8146 -5.4455 2.2738
H 6.1707 -4.4556 3.6568
H 4.2902 -3.3256 2.9237
H 3.6662 -4.3301 4.2025
H 3.0328 -5.9761 2.1768
H 1.8926 -3.3811 1.7312
H 1.5643 -4.2212 3.2397
H 1.4784 -5.5172 0.5036
H 0.0711 -4.6161 1.0618
H -1.2760 -6.6346 0.9043
H -0.4717 -8.0898 1.6518
H 0.2130 -7.3854 0.2446
C 6.5311 8.7989 -1.7505
O 6.8510 7.4093 -1.9140
C 5.9371 6.7562 -2.7894
C 4.5472 6.4106 -2.2718
N 3.7925 5.4543 -3.0708
C 2.5343 5.0063 -2.5303
C 1.9198 3.8592 -3.3225
O 1.4406 4.3098 -4.5919
C 1.1405 3.2420 -5.4521
H 5.5004 8.9619 -1.4354
H 6.7254 9.4047 -2.6356
H 7.1040 9.2663 -0.9496
H 6.5174 5.8361 -2.8583
H 5.8848 7.3121 -3.7255
H 3.9553 7.3117 -2.1111
H 4.6625 6.0027 -1.2677
H 3.5571 5.8489 -3.9703
H 1.7986 5.8045 -2.6292
H 2.5871 4.7935 -1.4626
H 1.0657 3.4455 -2.7863
H 2.6621 3.0611 -3.3345
H 0.3808 2.5997 -5.0066
H 2.0222 2.6408 -5.6741
H 0.6915 3.6258 -6.3682
C -2.2740 -5.4862 3.5100
O -3.5133 -6.1601 3.4508
C -3.6328 -7.0051 2.2906
C -5.0138 -7.6538 2.1978
N -5.2760 -8.4381 3.4651
C -6.6988 -8.6736 3.7126
C -7.4465 -9.3603 2.5994
O -7.9273 -8.4623 1.5720
C -9.1053 -8.9368 0.8210
H -1.4642 -6.2139 3.5622
H -2.2103 -4.9199 4.4391
H -2.1677 -4.8213 2.6528
H -2.8935 -7.8015 2.3756
H -3.5263 -6.4571 1.3545
H -4.9630 -8.3700 1.3778
H -5.7950 -6.9602 1.8868
H -4.9885 -7.9614 4.3078
H -7.2853 -7.7859 3.9496
H -6.7243 -9.4098 4.5160
H -8.3162 -9.8838 2.9963
H -6.7601 -10.0743 2.1441
H -9.8764 -9.3484 1.4723
H -8.7829 -9.7666 0.1921
H -9.4531 -8.0955 0.2216
C -2.5680 -0.1687 8.4605
O -3.4815 -0.3167 7.3670
C -2.9139 -1.0122 6.2575
C -3.8659 -0.9154 5.0634
N -3.6418 0.2929 4.3062
C -4.4046 0.3256 3.0525
C -4.5709 1.6943 2.4433
O -4.6590 1.7003 0.9994
C -3.4201 1.4956 0.3689
H -2.9851 0.6034 9.1071
H -1.5508 0.0933 8.1695
H -2.4715 -1.1343 8.9569
H -2.6406 -2.0669 6.2899
H -1.9949 -0.4951 5.9816
H -4.8979 -1.0342 5.3933
H -3.6249 -1.7402 4.3928
H -3.8513 1.2036 4.6892
H -5.3470 -0.2221 3.0623
H -3.8197 -0.2905 2.3696
H -3.8985 2.4979 2.7434
H -5.5626 2.0817 2.6769
H -3.6270 1.5940 -0.6968
H -2.9655 0.5344 0.6087
H -2.7400 2.3259 0.5588
C -6.4755 0.8502 -1.7876
O -5.5696 1.3909 -2.7972
C -5.9206 2.5630 -3.5835
C -5.8347 3.8544 -2.7079
N -4.4656 4.2578 -2.3684
C -4.3324 5.5363 -1.7385
C -2.8165 5.9838 -1.5813
O -2.2344 5.0755 -0.6688
C -0.8438 5.2765 -0.4195
H -7.4103 0.5074 -2.2311
H -6.5632 1.4092 -0.8559
H -5.9604 -0.0477 -1.4462
H -6.9089 2.5327 -4.0421
H -5.1345 2.5212 -4.3374
H -6.2050 3.6317 -1.7072
H -6.3137 4.7211 -3.1636
H -4.2089 3.6450 -1.6077
H -4.8060 5.4679 -0.7591
H -4.8330 6.3697 -2.2312
H -2.8912 7.0299 -1.2847
H -2.3012 5.9277 -2.5402
H -0.4124 4.5043 0.2175
H -0.5935 6.2910 -0.1096
H -0.2502 5.1786 -1.3284
C -2.1880 1.5257 -3.1566
O -1.6837 0.7879 -1.9968
C -0.3101 1.0812 -1.7497
C 0.1858 0.0870 -0.7461
N 1.3762 0.5312 -0.0288
C 1.8836 -0.4977 0.8500
C 0.9824 -0.8265 2.0617
O -0.0427 -1.7816 1.6520
C -1.1852 -1.7246 2.4537
H -1.6111 1.3838 -4.0704
H -2.3039 2.5949 -2.9788
H -3.1889 1.2138 -3.4549
H -0.1285 2.1220 -1.4819
H 0.3056 0.8320 -2.6139
H 0.2269 -0.9442 -1.0968
H -0.5312 0.0944 0.0748
H 1.0487 1.1928 0.6605
H 2.7869 0.0020 1.1999
H 2.2498 -1.3877 0.3380
H 0.5544 0.1064 2.4286
H 1.6100 -1.2804 2.8287
H -1.6583 -0.7765 2.1982
H -1.0335 -1.6535 3.5307
H -1.9531 -2.4590 2.2104


The following is a DFT calculation (ωB97M-V/def2-TZVPD) of an isolated ion of composition C16H19N2O and charge +1.

Summary:
E = -805.58157 Ha
E_LUMO = -2.56 eV
total charge = +1
multiplicity = 1
energy above the lowest of the compared OMol25 structures with the same formula, charge and spin = 1.123 eV

Atoms and positions in Å:
C -0.5815 -3.7164 -1.0803
C -0.3027 -2.7778 -0.1966
C 1.0907 -2.3376 0.1376
H 1.2949 -2.5121 1.2021
H 1.8241 -2.8769 -0.4693
O 1.1733 -0.9349 -0.1377
C 2.3368 -0.2476 0.1292
C 3.4728 -0.8151 0.6853
C 4.5868 -0.0297 0.9339
C 4.5764 1.3209 0.6383
C 3.4441 1.8902 0.0816
C 2.3213 1.1220 -0.1831
C 1.1084 1.7262 -0.8440
N -0.1269 1.3261 -0.1179
H -0.1249 1.7391 0.8201
H -0.0163 0.2856 -0.0180
C -1.3977 1.6388 -0.7979
C -2.5969 1.0386 -0.1028
C -3.8622 1.2360 -0.6541
C -4.9656 0.6772 -0.0370
C -4.7656 -0.0724 1.1167
N -3.5726 -0.2611 1.6446
C -2.5205 0.2790 1.0592
H -1.5861 0.0794 1.5708
H -5.5887 -0.5385 1.6386
H -5.9548 0.8159 -0.4407
H -3.9722 1.8208 -1.5556
H -1.5118 2.7257 -0.8637
H -1.3427 1.2450 -1.8176
H 1.1874 2.8141 -0.8776
H 1.0219 1.3484 -1.8674
H 3.4340 2.9415 -0.1620
H 5.4438 1.9290 0.8354
H 5.4654 -0.4841 1.3628
H 3.5021 -1.8658 0.9219
H -1.0909 -2.2781 0.3518
H -1.5940 -4.0199 -1.2794
H 0.1901 -4.2317 -1.6272


The following is a DFT calculation (ωB97M-V/def2-TZVPD) of an isolated molecule of C4H6N2OS in a non-equilibrium geometry.

Summary:
E = -738.91279 Ha
E_LUMO = 0.47 eV
multiplicity = 1
energy above the lowest of the compared OMol25 structures with the same formula, charge and spin = 2.500 eV

Atoms and positions in Å:
C -1.1399 -1.0333 1.3111
C -0.5899 1.1098 0.1573
C 0.3079 1.1451 -1.0877
C 1.1732 -0.1062 -1.0215
H -2.1046 -0.5842 1.5315
H -0.2901 1.9023 0.8572
H -1.6317 1.2138 -0.0988
H 2.2035 0.1011 -1.2633
H 0.7789 -0.8085 -1.7445
H 1.0740 -1.5850 0.4722
N -0.3150 -0.2087 0.6917
N 1.0246 -0.5523 0.3516
O 0.2985 1.9946 -1.9295
S -0.7894 -2.5885 1.7728